11 unconnected molecules or ions with the total composition C40H111N9O11. Source: OMol25; level of theory: ωB97M-V/def2-TZVPD.

Last columns: bonded neighbours and bond lengths (Å).
Positions of all 171 atoms, in Å:
1 C -1.77725 -0.64763 6.39869  O2 1.394, H7 1.090, H8 1.090, H9 1.090
2 O -0.77588 -1.59924 6.21535  C1 1.394, C3 1.409
3 C -0.90923 -2.65574 7.13733  O2 1.409, C4 1.543, H10 1.090, H11 1.090
4 C 0.13233 -3.76850 6.89520  C3 1.543, C5 1.508, N6 1.457, H12 1.090
5 C -0.24599 -4.56800 5.67385  C4 1.508, H13 1.090, H14 1.090, H15 1.090
6 N 0.41668 -4.65447 8.01599  C4 1.457, H16 1.010, H17 1.010
7 H -2.79082 -1.04693 6.36200  C1 1.090
8 H -1.76269 0.12944 5.63446  C1 1.090
9 H -1.61671 -0.16150 7.36099  C1 1.090
10 H -0.77958 -2.23527 8.13457  C3 1.090
11 H -1.90497 -3.09777 7.17248  C3 1.090
12 H 1.04484 -3.25090 6.59938  C4 1.090
13 H -1.27888 -4.89494 5.79365  C5 1.090
14 H 0.39891 -5.44171 5.57983  C5 1.090
15 H -0.16736 -4.01013 4.74074  C5 1.090
16 H 1.00384 -5.38182 7.63349  N6 1.010
17 H -0.45272 -5.16751 8.04803  N6 1.010
18 C -3.22116 -0.62241 -3.44070  O19 1.428, H24 1.090, H25 1.090, H26 1.090
19 O -2.99173 -1.77480 -4.25225  C18 1.428, C20 1.469
20 C -4.15786 -2.41219 -4.87722  O19 1.469, C21 1.532, H27 1.090, H28 1.090
21 C -3.59499 -3.59671 -5.66954  C20 1.532, C22 1.514, N23 1.443, H29 1.090
22 C -2.75038 -3.12191 -6.83240  C21 1.514, H30 1.090, H31 1.090, H32 1.090
23 N -4.60421 -4.46753 -6.22099  C21 1.443, H33 1.010, H34 1.010
24 H -2.43624 -0.44446 -2.70561  C18 1.090
25 H -4.07536 -0.77536 -2.78114  C18 1.090
26 H -3.31047 0.30467 -4.00695  C18 1.090
27 H -4.94764 -2.68518 -4.17734  C20 1.090
28 H -4.58938 -1.69147 -5.57181  C20 1.090
29 H -3.00674 -4.22351 -4.99934  C21 1.090
30 H -2.03603 -2.38774 -6.45982  C22 1.090
31 H -3.27996 -2.52548 -7.57531  C22 1.090
32 H -2.10719 -3.87860 -7.28164  C22 1.090
33 H -4.17991 -5.32407 -6.54720  N23 1.010
34 H -5.19742 -4.85552 -5.50150  N23 1.010
35 C 0.80480 4.59966 0.85651  O36 1.427, H41 1.090, H42 1.090, H43 1.090
36 O -0.04161 5.48676 0.12550  C35 1.427, C37 1.431
37 C 0.20116 6.86408 0.42802  O36 1.431, C38 1.506, H44 1.090, H45 1.090
38 C -0.07466 7.26448 1.85285  C37 1.506, C39 1.545, N40 1.477, H46 1.090
39 C -1.57542 7.09718 2.17928  C38 1.545, H47 1.090, H48 1.090, H49 1.090
40 N 0.21608 8.70330 2.02037  C38 1.477, H50 1.010, H51 1.010
41 H 0.65852 3.60955 0.42480  C35 1.090
42 H 0.48779 4.32798 1.86338  C35 1.090
43 H 1.84249 4.93195 0.82696  C35 1.090
44 H 1.21201 7.15211 0.13935  C37 1.090
45 H -0.40163 7.41679 -0.29259  C37 1.090
46 H 0.61120 6.67094 2.45735  C38 1.090
47 H -1.92918 6.06718 2.13376  C39 1.090
48 H -2.24999 7.67828 1.55051  C39 1.090
49 H -1.74270 7.43014 3.20361  C39 1.090
50 H -0.19549 8.90688 2.91996  N40 1.010
51 H 1.20606 8.76053 2.21210  N40 1.010
52 C -0.25576 -1.20900 2.96028  O53 1.358, H58 1.090, H59 1.090, H60 1.090
53 O 0.67047 -0.95740 1.99890  C52 1.358, C54 1.455
54 C 0.08256 -0.96869 0.66837  O53 1.455, C55 1.611, H61 1.090, H62 1.090
55 C 1.12107 -0.67021 -0.52584  C54 1.611, C56 1.521, N57 1.420, H63 1.090
56 C 1.78400 0.68754 -0.34707  C55 1.521, H64 1.090, H65 1.090, H66 1.090
57 N 0.44792 -0.65199 -1.77648  C55 1.420, H67 1.010, H68 1.010
58 H 0.29354 -1.02586 3.88376  C52 1.090
59 H -0.61397 -2.23303 2.85472  C52 1.090
60 H -1.11022 -0.54315 2.83925  C52 1.090
61 H -0.48485 -1.86886 0.43210  C54 1.090
62 H -0.69522 -0.21199 0.56552  C54 1.090
63 H 1.90264 -1.42988 -0.51381  C55 1.090
64 H 2.54711 0.63586 0.42951  C56 1.090
65 H 1.04484 1.46011 -0.13526  C56 1.090
66 H 2.31502 0.92988 -1.26760  C56 1.090
67 H 1.00929 -0.57028 -2.61212  N57 1.010
68 H -0.13077 0.17212 -1.85443  N57 1.010
69 C -2.14017 2.70611 2.92622  O70 1.409, H75 1.090, H76 1.090, H77 1.090
70 O -2.68467 2.04771 4.04693  C69 1.409, C71 1.427
71 C -3.95751 2.56156 4.43740  O70 1.427, C72 1.584, H78 1.090, H79 1.090
72 C -4.36248 1.85779 5.79745  C71 1.584, C73 1.511, N74 1.481, H80 1.090
73 C -5.77251 2.23033 6.19136  C72 1.511, H81 1.090, H82 1.090, H83 1.090
74 N -3.47282 2.35942 6.87020  C72 1.481, H84 1.010, H85 1.010
75 H -2.73745 2.63788 2.01700  C69 1.090
76 H -1.19891 2.23933 2.63599  C69 1.090
77 H -1.97235 3.76049 3.14582  C69 1.090
78 H -3.97259 3.64305 4.57254  C71 1.090
79 H -4.75028 2.29212 3.73953  C71 1.090
80 H -4.25997 0.77827 5.68686  C72 1.090
81 H -6.41290 1.89918 5.37383  C73 1.090
82 H -5.82455 3.30124 6.38767  C73 1.090
83 H -6.14277 1.72017 7.08061  C73 1.090
84 H -3.59348 3.36218 6.86981  N74 1.010
85 H -2.54563 2.19139 6.50661  N74 1.010
86 C -4.81052 -6.62014 -1.04387  O87 1.394, H92 1.090, H93 1.090, H94 1.090
87 O -4.01856 -5.55148 -0.62738  C86 1.394, C88 1.437
88 C -3.42774 -4.81644 -1.71135  O87 1.437, C89 1.504, H95 1.090, H96 1.090
89 C -2.50071 -3.72810 -1.24435  C88 1.504, C90 1.568, N91 1.487, H97 1.090
90 C -3.21367 -2.53604 -0.51711  C89 1.568, H98 1.090, H99 1.090, H100 1.090
91 N -1.64146 -3.24228 -2.35646  C89 1.487, H101 1.010, H102 1.010
92 H -5.25967 -6.99419 -0.12384  C86 1.090
93 H -4.19594 -7.40521 -1.48439  C86 1.090
94 H -5.54748 -6.31049 -1.78489  C86 1.090
95 H -2.90166 -5.47654 -2.40099  C88 1.090
96 H -4.18033 -4.38185 -2.36925  C88 1.090
97 H -1.74059 -4.10004 -0.55735  C89 1.090
98 H -2.43182 -1.78255 -0.42188  C90 1.090
99 H -3.57759 -2.94371 0.42600  C90 1.090
100 H -4.03645 -2.14106 -1.11302  C90 1.090
101 H -0.78932 -2.85081 -1.98134  N91 1.010
102 H -2.04452 -2.44249 -2.82333  N91 1.010
103 C 5.23608 0.34467 -1.29613  O104 1.400, H109 1.090, H110 1.090, H111 1.090
104 O 5.12115 1.55709 -1.98710  C103 1.400, C105 1.431
105 C 5.75479 1.64185 -3.26689  O104 1.431, C106 1.544, H112 1.090, H113 1.090
106 C 7.28615 1.77365 -3.11668  C105 1.544, C107 1.525, N108 1.500, H114 1.090
107 C 7.83616 2.92642 -2.28435  C106 1.525, H115 1.090, H116 1.090, H117 1.090
108 N 7.99786 1.87446 -4.43341  C106 1.500, H118 1.010, H119 1.010
109 H 4.54185 0.37076 -0.45621  C103 1.090
110 H 6.24858 0.20752 -0.91647  C103 1.090
111 H 4.87738 -0.54745 -1.80951  C103 1.090
112 H 5.34341 0.76956 -3.77482  C105 1.090
113 H 5.45819 2.57939 -3.73715  C105 1.090
114 H 7.61376 0.83492 -2.66994  C106 1.090
115 H 7.42210 2.72645 -1.29609  C107 1.090
116 H 7.34267 3.84740 -2.59478  C107 1.090
117 H 8.92611 2.93703 -2.28613  C107 1.090
118 H 7.56699 1.26163 -5.11083  N108 1.010
119 H 7.77503 2.77240 -4.83857  N108 1.010
120 C 4.79093 -3.36686 -4.14277  O121 1.412, H126 1.090, H127 1.090, H128 1.090
121 O 4.38302 -2.21207 -4.84470  C120 1.412, C122 1.495
122 C 3.06015 -2.33282 -5.53120  O121 1.495, C123 1.567, H129 1.090, H130 1.090
123 C 1.89857 -1.92218 -4.56291  C122 1.567, C124 1.525, N125 1.453, H131 1.090
124 C 0.49479 -2.13849 -5.11741  C123 1.525, H132 1.090, H133 1.090, H134 1.090
125 N 2.13817 -0.52285 -4.25327  C123 1.453, H135 1.010, H136 1.010
126 H 5.40218 -3.98311 -4.80207  C120 1.090
127 H 3.89889 -3.90003 -3.81398  C120 1.090
128 H 5.40523 -2.99431 -3.32305  C120 1.090
129 H 3.09905 -1.64816 -6.37846  C122 1.090
130 H 2.99082 -3.32265 -5.98234  C122 1.090
131 H 2.02617 -2.40551 -3.59430  C123 1.090
132 H -0.22447 -1.62318 -4.48084  C124 1.090
133 H 0.31028 -3.21246 -5.09179  C124 1.090
134 H 0.38654 -1.84475 -6.16149  C124 1.090
135 H 1.87589 0.02624 -5.05939  N125 1.010
136 H 3.10195 -0.31918 -4.03023  N125 1.010
137 C -1.80987 1.98029 -1.27624  O138 1.481, H143 1.090, H144 1.090, H145 1.090
138 O -0.94625 1.71150 -2.44864  C137 1.481, C139 1.422
139 C -1.09276 2.56314 -3.57823  O138 1.422, C140 1.517, H146 1.090, H147 1.090
140 C 0.07862 2.31107 -4.50912  C139 1.517, C141 1.556, N142 1.466, H148 1.090
141 C 1.38973 2.92864 -3.94180  C140 1.556, H149 1.090, H150 1.090, H151 1.090
142 N -0.15050 2.94374 -5.81165  C140 1.466, H152 1.010, H153 1.010
143 H -2.20799 2.99455 -1.24653  C137 1.090
144 H -1.30201 1.80582 -0.32769  C137 1.090
145 H -2.59596 1.22606 -1.31230  C137 1.090
146 H -2.05543 2.35134 -4.04354  C139 1.090
147 H -1.07402 3.59181 -3.21826  C139 1.090
148 H 0.21596 1.23123 -4.56557  C140 1.090
149 H 2.20815 2.97106 -4.66047  C141 1.090
150 H 1.62272 2.50541 -2.96471  C141 1.090
151 H 1.33031 3.99544 -3.72611  C141 1.090
152 H -0.45681 3.90446 -5.75429  N142 1.010
153 H -0.89939 2.41271 -6.23268  N142 1.010
154 C 1.52213 1.83975 4.50099  C155 1.567, H157 1.090, H158 1.090, H159 1.090
155 C 0.83330 2.92853 5.39227  C154 1.567, O156 1.373, H160 1.090, H161 1.090
156 O 1.81799 3.66717 5.99975  C155 1.373, H162 0.960
157 H 2.16437 2.23563 3.71428  C154 1.090
158 H 0.68674 1.30654 4.04722  C154 1.090
159 H 2.14509 1.13342 5.04974  C154 1.090
160 H 0.16706 2.37395 6.05308  C155 1.090
161 H 0.24355 3.54254 4.71162  C155 1.090
162 H 1.43707 3.92105 6.84358  O156 0.960
163 C 2.35332 -4.45366 2.33989  C164 1.594, H166 1.090, H167 1.090, H168 1.090
164 C 3.34149 -3.20869 2.21604  C163 1.594, O165 1.406, H169 1.090, H170 1.090
165 O 2.80841 -2.26785 3.11410  C164 1.406, H171 0.960
166 H 1.33336 -4.10593 2.17599  C163 1.090
167 H 2.34272 -4.98014 3.29425  C163 1.090
168 H 2.59882 -5.19969 1.58408  C163 1.090
169 H 3.33357 -2.74693 1.22872  C164 1.090
170 H 4.35876 -3.47738 2.50078  C164 1.090
171 H 1.98540 -1.93484 2.74892  O165 0.960

Output
Charge ... 0
Max |F| ... 0.0779 Eh/bohr
Relative energy (zero: lowest compared OMol25 entry of this formula, charge and spin) ... 4.242 eV
Kohn-Sham gap ... 0.326 Eh
SMILES string ... COC[C@H](C)N.COC[C@H](C)N.COC[C@H](C)N.COC[C@H](C)N.COC[C@H](C)N.COC[C@H](C)N.COC[C@H](C)N.COC[C@H](C)N.COC[C@H](C)N.CCO.CCO
E_HOMO ... -8.45 eV
Total energy ... -2910.75529 hartree